Here is a structure of composition C17H13MoN4Se2Te2 from the OMol25 dataset. Energies are from ωB97M-V/def2-TZVPD.

```
39
Properties=species:S:1:pos:R:3:forces:R:3
C 1.8371 0.5793 1.3138 0.0 0.0 0.0
C -3.9759 0.0962 1.5075 0.0 0.0 0.0
H 2.8679 -1.7798 -4.3684 0.0 0.0 0.0
C -3.2634 0.5281 -1.1609 -0.1 -0.1 0.0
N -1.5784 0.2508 1.9794 0.2 0.0 -0.1
C 2.0714 0.1560 -1.1276 -0.2 0.1 0.0
C 1.7042 0.6944 -2.3722 0.0 -0.1 0.0
H -5.8373 -0.5972 0.7933 0.0 0.0 0.0
H 1.6832 0.3826 -4.5037 0.0 0.0 0.0
H -5.1034 -0.5119 -1.5858 0.0 0.0 0.0
C 3.1039 0.6516 1.8487 0.0 0.0 0.1
H 3.5953 -2.6664 -2.1803 0.0 0.0 0.0
C 0.7304 0.3520 2.1108 -0.1 0.0 -0.1
C -4.3173 -0.4863 -0.8376 0.0 0.1 0.0
Se -0.9681 -1.6169 -1.8332 0.2 0.0 0.0
H 3.9669 0.8492 1.2268 0.0 0.0 0.0
H -2.8319 0.3375 -2.1348 0.0 0.0 0.0
N -2.2211 0.4437 -0.1500 -0.5 0.0 0.0
C 3.0608 -1.7265 -2.2202 0.0 0.0 0.0
C -4.8142 -0.3313 0.5610 -0.1 0.0 -0.1
Te -3.2370 -2.4386 -0.9901 0.0 0.0 0.0
H -4.2458 0.2062 2.5472 0.0 0.0 0.0
Se -1.0771 2.5571 -1.8344 -0.3 0.0 0.1
H 2.2351 0.1249 5.0917 0.0 0.0 0.0
H 1.3819 1.7251 -2.4338 0.0 0.0 0.0
C 1.9735 -0.0303 -3.5475 0.0 0.0 0.0
C 2.7713 -1.0654 -1.0566 0.0 0.0 0.0
Te -3.5815 2.6809 -1.2808 0.2 0.1 -0.1
C -2.5904 0.2964 1.1240 0.1 0.0 0.0
N -0.4543 0.3206 1.3163 -0.2 0.0 0.2
C 2.1116 0.2551 4.0253 -0.1 0.0 0.0
H 3.0408 -1.4756 -0.0928 0.0 0.0 0.0
N 1.4518 0.7662 -0.0322 0.2 -0.2 -0.2
C 0.8334 0.1902 3.4750 0.1 0.0 0.0
H -0.0416 0.0094 4.0818 0.0 0.0 0.0
H 4.2038 0.5361 3.6836 0.0 0.0 0.0
C 3.2243 0.4813 3.2284 0.1 0.0 0.0
Mo -0.3511 0.4793 -0.7031 0.5 0.2 0.1
C 2.6410 -1.2244 -3.4688 0.0 0.0 0.0
```
Forces are in eV/Å.

Its gap between HOMO and LUMO is 0.2084 hartree. The energy comes out at -170929.23936 eV. The HOMO energy comes out at -10.70 eV. The largest force on an atom comes out at 0.510 eV Å⁻¹. As for the charge: +1.